Record 1
Here is C34H47GeILaN10O8S as an isolated structure at a distorted geometry from OMol25. Energies are from the ωB97M-V functional and the def2-TZVPD basis.

Computed properties:
E_LUMO (spin up / spin down) ... -0.05 / -2.90 eV
Highest occupied orbital energy (spin up / spin down) ... -6.914 / -6.913 eV
Molar mass ... 1094.3 g mol⁻¹

```
! RIJCOSX wB97M-V def2-TZVPD def2/J DEFGRID3
* xyz 0 2
La 0.189 0.094 0.107
C -1.349 4.157 2.377
C -2.286 3.192 1.630
C -3.604 3.118 2.414
C -2.609 3.763 0.241
O -1.666 1.930 1.513
Ge -2.428 0.272 2.118
O -0.726 -0.681 2.357
C 0.022 -0.665 3.546
C 0.676 0.729 3.666
C 1.094 -1.765 3.490
C -0.873 -0.917 4.764
O -2.604 -0.422 0.358
C -3.454 -1.485 -0.015
C -4.155 -1.129 -1.337
C -4.526 -1.744 1.054
C -2.613 -2.750 -0.205
H -1.777 5.157 2.393
H -1.211 3.821 3.402
H -0.377 4.201 1.898
H -4.049 4.106 2.495
H -4.297 2.450 1.905
H -3.421 2.725 3.413
H -3.062 4.749 0.332
H -1.706 3.840 -0.357
H -3.299 3.097 -0.271
H 2.328 0.814 2.597
H -0.134 1.460 3.777
H 1.329 0.772 4.547
H 1.696 -1.676 2.587
H 1.739 -1.702 4.365
H 0.604 -2.736 3.468
H -1.524 -0.060 4.923
H -1.490 -1.793 4.574
H -0.277 -1.085 5.657
H -4.743 -0.221 -1.221
H -3.413 -0.981 -2.118
H -4.815 -1.940 -1.639
H -5.084 -0.826 1.234
H -5.213 -2.524 0.733
H -4.046 -2.046 1.985
H -1.935 -2.602 -1.044
H -2.022 -2.914 0.693
H -3.240 -3.620 -0.395
O 1.370 1.083 2.491
N 3.970 0.529 2.675
C 4.813 1.105 3.515
C 6.181 0.917 3.476
C 6.687 0.069 2.494
C 5.822 -0.526 1.606
C 4.441 -0.270 1.710
S 3.337 -0.994 0.603
H 4.359 1.744 4.262
H 6.834 1.396 4.188
H 7.749 -0.135 2.444
H 6.176 -1.191 0.835
O -0.414 2.156 -1.066
N -1.013 2.037 -2.195
N -1.302 0.851 -2.562
O -1.080 -0.216 -1.875
C -1.898 0.716 -3.830
C -2.447 1.819 -4.476
C -3.029 1.651 -5.717
C -3.063 0.400 -6.314
C -2.502 -0.691 -5.667
C -1.916 -0.538 -4.426
H -2.406 2.784 -3.997
H -3.462 2.502 -6.222
H -3.516 0.277 -7.286
H -2.518 -1.664 -6.133
H -1.449 -1.361 -3.905
N 2.779 1.960 -3.970
C 3.072 0.636 -4.139
C 2.457 -0.018 -3.113
N 1.795 0.877 -2.327
C 2.005 2.050 -2.865
H 3.048 2.712 -4.585
H 3.682 0.287 -4.945
H 2.423 -1.064 -2.890
H 1.616 2.979 -2.499
I -0.776 -8.913 -1.410
C -0.314 -6.858 -1.177
C -0.368 -6.296 0.085
C -0.048 -4.960 0.237
C 0.310 -4.190 -0.864
C 0.353 -4.774 -2.123
C 0.048 -6.114 -2.286
C 0.583 -2.715 -0.681
O 0.843 -2.013 -1.673
O 0.510 -2.259 0.488
H -0.662 -6.889 0.940
H -0.074 -4.494 1.209
H 0.628 -4.167 -2.973
H 0.087 -6.569 -3.265
N 5.091 3.695 0.432
N 3.790 3.331 0.312
N 2.810 4.197 0.337
C 1.748 3.405 0.278
N 2.100 2.121 0.212
N 3.400 2.093 0.230
H 5.256 4.618 0.049
H 5.705 2.974 0.074
H 0.734 3.742 0.267
*
```

Record 2
Here is a 7-piece molecular cluster, C34H47N3O18 overall at a distorted geometry from OMol25. Energies are from the ωB97M-V functional and the def2-TZVPD basis.

Computed properties:
Energy relative to the best compared isomer or geometry (same formula, charge and spin) ... 2.054 eV
E_LUMO ... -0.69 eV
Highest occupied orbital energy ... -9.846 eV
Molar mass ... 785.8 g mol⁻¹
Structure (SMILES) ... O=[N+]([O-])c1ccccc1.O=[N+]([O-])c1ccccc1.O=[N+]([O-])c1ccccc1.CCOC(=O)OC.CCOC(=O)OC.CCOC(=O)OC.CCOC(=O)OC

```
! RIJCOSX wB97M-V def2-TZVPD def2/J DEFGRID3
* xyz 0 1
O 4.077 -0.963 2.835
N 3.084 -0.513 2.306
O 3.054 -0.211 1.116
C 1.828 -0.159 3.063
C 1.106 0.890 2.585
C -0.113 1.167 3.259
C -0.465 0.467 4.404
C 0.330 -0.645 4.776
C 1.529 -0.891 4.173
H 1.363 1.335 1.651
H -0.618 2.039 2.948
H -1.385 0.709 4.822
H 0.039 -1.220 5.644
H 2.203 -1.614 4.453
O 7.358 0.225 -6.320
N 7.047 0.254 -5.157
O 7.700 0.893 -4.302
C 5.881 -0.370 -4.743
C 5.681 -0.325 -3.379
C 4.541 -0.941 -2.886
C 3.544 -1.422 -3.799
C 3.681 -1.302 -5.220
C 4.972 -0.895 -5.634
H 6.291 0.270 -2.693
H 4.334 -1.008 -1.839
H 2.682 -1.863 -3.339
H 2.920 -1.687 -5.844
H 5.242 -0.935 -6.680
O -3.424 -2.183 -0.067
N -2.390 -1.550 0.182
O -2.024 -1.215 1.283
C -1.554 -1.142 -0.941
C -1.798 -1.777 -2.163
C -1.075 -1.329 -3.260
C -0.100 -0.358 -3.068
C 0.166 0.268 -1.859
C -0.573 -0.181 -0.760
H -2.569 -2.556 -2.227
H -1.042 -1.780 -4.225
H 0.363 0.061 -3.931
H 0.944 1.057 -1.747
H -0.401 0.217 0.170
C -0.708 -3.587 2.901
C -0.854 -4.375 1.634
O 0.461 -4.861 1.259
C 1.175 -3.948 0.583
O 0.804 -2.850 0.296
O 2.388 -4.472 0.372
C 3.298 -3.749 -0.373
H -0.089 -2.689 2.636
H -0.133 -4.151 3.657
H -1.679 -3.223 3.322
H -1.230 -3.613 0.886
H -1.497 -5.295 1.695
H 2.846 -2.803 -0.756
H 3.670 -4.389 -1.205
H 4.160 -3.543 0.181
C -2.240 3.015 -1.237
C -3.724 2.866 -1.371
O -3.864 1.586 -2.107
C -3.959 1.751 -3.412
O -4.097 2.729 -4.022
O -3.923 0.524 -3.915
C -4.161 0.364 -5.346
H -1.848 2.250 -0.621
H -2.052 4.033 -0.804
H -1.791 3.076 -2.244
H -4.200 3.750 -1.807
H -4.149 2.751 -0.379
H -3.181 0.119 -5.774
H -4.573 1.258 -5.889
H -4.912 -0.452 -5.402
C 3.465 2.685 -1.643
C 3.608 2.679 -3.129
O 2.323 2.303 -3.800
C 1.576 3.336 -4.260
O 1.962 4.488 -4.527
O 0.357 2.910 -4.419
C -0.686 3.786 -4.897
H 3.239 1.695 -1.252
H 2.642 3.261 -1.214
H 4.356 3.025 -1.128
H 4.311 1.918 -3.525
H 3.915 3.610 -3.561
H -1.498 3.165 -5.274
H -0.388 4.311 -5.744
H -1.034 4.382 -4.073
C -5.022 2.583 8.258
C -3.849 1.696 7.942
O -4.246 0.312 8.227
C -3.459 -0.570 7.673
O -2.537 -0.385 6.906
O -3.849 -1.753 8.090
C -3.722 -2.944 7.281
H -5.835 2.190 7.630
H -4.891 3.602 8.029
H -5.402 2.555 9.300
H -2.985 2.041 8.523
H -3.593 1.824 6.898
H -3.497 -3.651 8.089
H -2.910 -2.891 6.494
H -4.721 -3.050 6.758
*
```

Record order is preserved below.
DFT total energy: -5277.73995; -2842.03633 a.u.